No. 1
This record from the OMol25 dataset describes C27H24N4O3 in the gas phase. The level of theory is ωB97M-V/def2-TZVPD.

Geometry (Å):
C1 -1.199 -2.620 2.488
H1 -0.115 -2.695 2.559
O1 -1.487 -2.673 1.115
C2 -2.782 -2.628 0.704
C3 -3.876 -2.503 1.551
C4 -5.160 -2.471 1.030
C5 -5.367 -2.561 -0.332
C6 -4.276 -2.681 -1.180
C7 -2.986 -2.720 -0.683
C8 -1.796 -2.838 -1.597
N1 -0.896 -1.719 -1.435
C9 0.367 -1.874 -0.988
O2 0.929 -2.949 -0.926
C10 1.011 -0.571 -0.616
N2 0.193 0.440 -0.550
N3 0.595 1.661 -0.200
C11 1.905 2.028 0.095
O3 2.207 3.185 0.360
C12 2.805 0.905 0.021
N4 4.147 0.926 0.247
C13 4.631 -0.342 0.059
C14 5.938 -0.801 0.176
C15 6.171 -2.137 -0.071
C16 5.130 -3.000 -0.425
C17 3.833 -2.555 -0.542
C18 3.567 -1.208 -0.300
C19 2.390 -0.393 -0.323
H2 3.028 -3.220 -0.807
H3 5.355 -4.040 -0.609
H4 7.175 -2.525 0.010
H5 6.742 -0.135 0.450
C20 4.943 2.063 0.616
H6 5.722 2.234 -0.130
H7 4.298 2.938 0.672
H8 5.414 1.895 1.587
C21 -0.445 2.628 -0.218
C22 -0.531 3.618 0.752
C23 -1.565 4.533 0.701
C24 -2.531 4.478 -0.296
C25 -2.439 3.473 -1.251
C26 -1.407 2.556 -1.218
H9 -1.333 1.782 -1.967
H10 -3.180 3.410 -2.035
C27 -3.631 5.494 -0.352
H11 -4.489 5.110 -0.897
H12 -3.280 6.392 -0.860
H13 -3.945 5.779 0.650
H14 -1.625 5.304 1.456
H15 0.205 3.677 1.536
H16 -1.296 -0.796 -1.333
H17 -1.213 -3.733 -1.355
H18 -2.130 -2.897 -2.639
H19 -4.430 -2.751 -2.247
H20 -6.367 -2.538 -0.736
H21 -6.000 -2.375 1.702
H22 -3.740 -2.432 2.619
H23 -1.527 -1.674 2.932
H24 -1.656 -3.455 3.029

Its SMILES is COc1ccccc1CNC(=O)c1nn(-c2ccc(C)cc2)c(=O)c2c1c1ccccc1n2C. As for the frontier orbital gap: 8.19 eV. The energy above the lowest of the compared OMol25 structures with the same formula, charge and spin comes out at 0.0 kcal per mole.



No. 2
This record from the OMol25 dataset describes a molecular structure, C27H25CaI2N2OTe in a non-equilibrium geometry. The level of theory is ωB97M-V/def2-TZVPD.

Geometry (Å):
Ca1 0.289 -0.818 0.409
I1 6.385 3.309 2.324
C1 4.832 2.229 1.402
C2 5.113 1.050 0.731
C3 4.080 0.354 0.133
I2 4.474 -1.531 -0.726
C4 2.751 0.811 0.147
O1 1.759 0.171 -0.448
C5 2.493 1.971 0.907
C6 1.053 2.354 1.114
N1 0.310 1.251 1.786
C7 0.876 0.899 3.095
C8 0.435 -0.456 3.591
C9 0.318 -0.693 4.956
C10 0.006 -1.965 5.402
C11 -0.194 -2.970 4.464
C12 -0.076 -2.651 3.128
N2 0.230 -1.423 2.688
C13 3.525 2.672 1.511
H1 6.125 0.672 0.688
H2 0.569 2.515 0.147
H3 1.000 3.282 1.690
H4 -0.645 1.560 1.925
H5 0.663 1.652 3.860
H6 1.963 0.863 2.983
H7 0.485 0.116 5.655
H8 -0.073 -2.169 6.461
H9 -0.436 -3.979 4.765
H10 -0.231 -3.410 2.369
H11 3.296 3.565 2.080
C14 -3.051 1.010 1.328
C15 -2.782 0.407 0.105
C16 -2.667 -0.980 0.025
C17 -2.807 -1.755 1.173
C18 -3.067 -1.147 2.395
C19 -3.193 0.234 2.472
H12 -3.194 2.082 1.379
H13 -2.732 1.011 -0.792
H14 -2.577 -1.460 -0.944
H15 -2.779 -2.836 1.104
H16 -3.198 -1.750 3.284
H17 -3.427 0.701 3.420
C20 -0.424 -2.197 -4.083
Te1 0.866 -1.340 -2.566
C21 -0.170 0.483 -3.076
C22 -0.775 0.259 -4.437
C23 -1.235 1.327 -5.201
C24 -1.750 1.111 -6.468
C25 -1.805 -0.176 -6.985
C26 -1.365 -1.245 -6.221
C27 -0.860 -1.038 -4.941
H18 -1.285 -2.704 -3.649
H19 0.141 -2.925 -4.663
H20 0.563 1.287 -3.088
H21 -0.930 0.722 -2.330
H22 -1.177 2.336 -4.811
H23 -2.099 1.948 -7.058
H24 -2.184 -0.345 -7.984
H25 -1.410 -2.251 -6.620

As for the total charge: +1. As for the frontier orbital gap: 7.48 eV. The energy above the lowest of the compared OMol25 structures with the same formula, charge and spin comes out at 25.5 kcal per mole.



No. 3
This record from the OMol25 dataset describes a molecular structure, C27H25Cl6N3O4S2Tl. The level of theory is ωB97M-V/def2-TZVPD.

Geometry (Å):
Tl1 0.408 -1.104 0.165
C1 0.009 0.618 1.659
C2 0.484 1.567 0.616
C3 1.784 1.895 0.908
C4 2.141 1.270 2.153
C5 1.078 0.549 2.631
C6 1.073 -0.243 3.898
C7 3.506 1.327 2.761
C8 2.710 2.722 0.075
C9 -0.416 2.257 -0.360
C10 -1.455 0.542 2.019
H1 1.437 -1.266 3.748
H2 0.076 -0.306 4.341
H3 1.721 0.227 4.639
H4 3.724 0.425 3.333
H5 3.627 2.188 3.427
H6 4.271 1.410 1.987
H7 3.617 2.166 -0.183
H8 3.034 3.631 0.593
H9 2.243 3.027 -0.861
H10 0.137 2.633 -1.222
H11 -0.900 3.115 0.120
H12 -1.215 1.612 -0.735
H13 -1.674 -0.327 2.640
H14 -2.085 0.477 1.131
H15 -1.770 1.432 2.575
Cl1 0.328 -3.405 -2.523
C11 0.147 -4.107 -0.962
C12 -0.057 -3.287 0.147
C13 -0.261 -3.930 1.360
Cl2 -0.608 -2.977 2.763
C14 -0.220 -5.316 1.503
Cl3 -0.466 -6.059 3.038
C15 0.025 -6.100 0.384
Cl4 0.103 -7.815 0.533
C16 0.199 -5.496 -0.857
Cl5 0.479 -6.479 -2.242
Cl6 5.556 -0.777 -0.283
C17 4.689 -2.147 0.482
C18 3.181 -1.938 0.334
O1 2.673 -2.089 -0.791
O2 2.550 -1.612 1.369
H16 4.983 -2.159 1.526
H17 5.009 -3.047 -0.037
N1 -4.651 4.908 -0.660
C19 -4.272 3.620 -1.043
C20 -4.512 2.532 -0.204
C21 -4.155 1.254 -0.595
C22 -3.557 1.042 -1.827
C23 -3.338 2.115 -2.678
C24 -3.691 3.395 -2.291
S1 -2.955 -0.572 -2.259
O3 -3.012 -0.654 -3.704
O4 -3.691 -1.510 -1.456
N2 -1.443 -0.558 -1.746
C25 -0.418 -0.187 -2.505
S2 -0.351 0.284 -4.174
C26 1.374 0.463 -4.038
C27 1.788 0.138 -2.797
N3 0.778 -0.208 -1.943
H18 -4.708 5.046 0.336
H19 -4.132 5.646 -1.109
H20 -4.977 2.692 0.762
H21 -4.335 0.409 0.057
H22 -2.886 1.943 -3.646
H23 -3.516 4.230 -2.959
H24 1.977 0.755 -4.880
H25 2.805 0.111 -2.441

As for the total charge: -1. As for the frontier orbital gap: 7.09 eV. The energy above the lowest of the compared OMol25 structures with the same formula, charge and spin comes out at 16.3 kcal per mole.



Among the records above, which one has the lowest energy above the lowest of the compared OMol25 structures with the same formula, charge and spin? C27H24N4O3



Repeat the second record exactly.
This record from the OMol25 dataset describes a molecular structure, C27H25CaI2N2OTe in a non-equilibrium geometry. The level of theory is ωB97M-V/def2-TZVPD.

Geometry (Å):
Ca1 0.289 -0.818 0.409
I1 6.385 3.309 2.324
C1 4.832 2.229 1.402
C2 5.113 1.050 0.731
C3 4.080 0.354 0.133
I2 4.474 -1.531 -0.726
C4 2.751 0.811 0.147
O1 1.759 0.171 -0.448
C5 2.493 1.971 0.907
C6 1.053 2.354 1.114
N1 0.310 1.251 1.786
C7 0.876 0.899 3.095
C8 0.435 -0.456 3.591
C9 0.318 -0.693 4.956
C10 0.006 -1.965 5.402
C11 -0.194 -2.970 4.464
C12 -0.076 -2.651 3.128
N2 0.230 -1.423 2.688
C13 3.525 2.672 1.511
H1 6.125 0.672 0.688
H2 0.569 2.515 0.147
H3 1.000 3.282 1.690
H4 -0.645 1.560 1.925
H5 0.663 1.652 3.860
H6 1.963 0.863 2.983
H7 0.485 0.116 5.655
H8 -0.073 -2.169 6.461
H9 -0.436 -3.979 4.765
H10 -0.231 -3.410 2.369
H11 3.296 3.565 2.080
C14 -3.051 1.010 1.328
C15 -2.782 0.407 0.105
C16 -2.667 -0.980 0.025
C17 -2.807 -1.755 1.173
C18 -3.067 -1.147 2.395
C19 -3.193 0.234 2.472
H12 -3.194 2.082 1.379
H13 -2.732 1.011 -0.792
H14 -2.577 -1.460 -0.944
H15 -2.779 -2.836 1.104
H16 -3.198 -1.750 3.284
H17 -3.427 0.701 3.420
C20 -0.424 -2.197 -4.083
Te1 0.866 -1.340 -2.566
C21 -0.170 0.483 -3.076
C22 -0.775 0.259 -4.437
C23 -1.235 1.327 -5.201
C24 -1.750 1.111 -6.468
C25 -1.805 -0.176 -6.985
C26 -1.365 -1.245 -6.221
C27 -0.860 -1.038 -4.941
H18 -1.285 -2.704 -3.649
H19 0.141 -2.925 -4.663
H20 0.563 1.287 -3.088
H21 -0.930 0.722 -2.330
H22 -1.177 2.336 -4.811
H23 -2.099 1.948 -7.058
H24 -2.184 -0.345 -7.984
H25 -1.410 -2.251 -6.620

As for the total charge: +1. As for the frontier orbital gap: 7.48 eV. The energy above the lowest of the compared OMol25 structures with the same formula, charge and spin comes out at 25.5 kcal per mole.



What is the frontier orbital gap in the second record? 7.48 eV



Copy entry 3 word for word.
This record from the OMol25 dataset describes a molecular structure, C27H25Cl6N3O4S2Tl. The level of theory is ωB97M-V/def2-TZVPD.

Geometry (Å):
Tl1 0.408 -1.104 0.165
C1 0.009 0.618 1.659
C2 0.484 1.567 0.616
C3 1.784 1.895 0.908
C4 2.141 1.270 2.153
C5 1.078 0.549 2.631
C6 1.073 -0.243 3.898
C7 3.506 1.327 2.761
C8 2.710 2.722 0.075
C9 -0.416 2.257 -0.360
C10 -1.455 0.542 2.019
H1 1.437 -1.266 3.748
H2 0.076 -0.306 4.341
H3 1.721 0.227 4.639
H4 3.724 0.425 3.333
H5 3.627 2.188 3.427
H6 4.271 1.410 1.987
H7 3.617 2.166 -0.183
H8 3.034 3.631 0.593
H9 2.243 3.027 -0.861
H10 0.137 2.633 -1.222
H11 -0.900 3.115 0.120
H12 -1.215 1.612 -0.735
H13 -1.674 -0.327 2.640
H14 -2.085 0.477 1.131
H15 -1.770 1.432 2.575
Cl1 0.328 -3.405 -2.523
C11 0.147 -4.107 -0.962
C12 -0.057 -3.287 0.147
C13 -0.261 -3.930 1.360
Cl2 -0.608 -2.977 2.763
C14 -0.220 -5.316 1.503
Cl3 -0.466 -6.059 3.038
C15 0.025 -6.100 0.384
Cl4 0.103 -7.815 0.533
C16 0.199 -5.496 -0.857
Cl5 0.479 -6.479 -2.242
Cl6 5.556 -0.777 -0.283
C17 4.689 -2.147 0.482
C18 3.181 -1.938 0.334
O1 2.673 -2.089 -0.791
O2 2.550 -1.612 1.369
H16 4.983 -2.159 1.526
H17 5.009 -3.047 -0.037
N1 -4.651 4.908 -0.660
C19 -4.272 3.620 -1.043
C20 -4.512 2.532 -0.204
C21 -4.155 1.254 -0.595
C22 -3.557 1.042 -1.827
C23 -3.338 2.115 -2.678
C24 -3.691 3.395 -2.291
S1 -2.955 -0.572 -2.259
O3 -3.012 -0.654 -3.704
O4 -3.691 -1.510 -1.456
N2 -1.443 -0.558 -1.746
C25 -0.418 -0.187 -2.505
S2 -0.351 0.284 -4.174
C26 1.374 0.463 -4.038
C27 1.788 0.138 -2.797
N3 0.778 -0.208 -1.943
H18 -4.708 5.046 0.336
H19 -4.132 5.646 -1.109
H20 -4.977 2.692 0.762
H21 -4.335 0.409 0.057
H22 -2.886 1.943 -3.646
H23 -3.516 4.230 -2.959
H24 1.977 0.755 -4.880
H25 2.805 0.111 -2.441

As for the total charge: -1. As for the frontier orbital gap: 7.09 eV. The energy above the lowest of the compared OMol25 structures with the same formula, charge and spin comes out at 16.3 kcal per mole.